[1]
The following is a DFT calculation (ωB97M-V/def2-TZVPD) of a cluster of 3 separate species, C8H16O in total.

Last column: Mulliken charge in e.
Geometry (Å):
H1 -3.534 -0.722 0.967  0.42
H2 -2.541 0.718 1.141  0.33
H3 1.029 0.214 2.441  0.31
H4 -0.145 -0.462 0.243  -0.29
H5 1.502 -1.666 -1.124  0.29
C1 1.694 2.421 -0.322  -1.20
H6 -1.280 0.284 -0.819  -0.20
H7 -1.331 1.837 -2.089  0.45
C2 2.004 -1.078 -0.357  -1.03
H8 2.026 1.933 0.594  0.33
H9 2.820 -1.670 0.062  0.36
H10 2.497 2.331 -1.057  0.28
H11 -2.474 -2.691 -0.447  0.29
H12 -2.060 -0.775 1.945  0.27
C3 -2.504 -0.366 1.034  -1.20
C4 0.479 1.811 -0.826  0.39
C5 -1.858 -1.887 -0.834  -0.81
H13 0.645 -1.620 1.212  0.50
H14 -1.278 -2.123 -1.715  0.29
H15 1.521 3.481 -0.115  0.35
H16 2.437 -0.196 -0.821  0.21
C6 -0.597 1.563 -1.363  -0.67
C7 -1.692 -0.747 -0.170  0.87
O1 1.629 0.116 1.695  -0.57
C8 1.014 -0.708 0.724  0.03

As for the total energy: -10597.380 eV. The calculation puts the relative energy (zero: lowest compared OMol25 entry of this formula, charge and spin) at 129.4 kcal/mol. Its multiplicity is 1. As for the HOMO energy: -8.3166 eV. As for the total charge: 0. For the HOMO-LUMO gap, the calculation gives 9.099 eV.

[2]
The following is a DFT calculation (ωB97M-V/def2-TZVPD) of the molecule C8H16O.

Last column: Mulliken charge in e.
Geometry (Å):
C1 1.647 -2.040 0.221  -1.18
C2 0.961 -0.963 0.992  -1.08
H1 1.032 -2.798 -0.300  0.32
C3 -1.630 1.733 -0.166  -1.75
H2 1.810 1.452 -0.044  0.39
H3 1.291 -0.983 2.037  0.41
O1 -1.273 -2.550 0.669  -0.51
H4 -2.462 1.057 -0.343  0.36
C4 -1.147 -1.221 0.445  -0.73
C5 0.851 1.946 0.088  -1.84
H5 -1.779 -1.077 -0.425  0.31
H6 0.721 -0.238 -1.748  0.26
C6 -0.294 0.995 -0.270  1.51
C7 -0.244 -0.161 0.862  0.93
H7 0.160 1.332 -2.338  0.48
H8 2.231 -2.653 0.916  0.39
H9 -1.680 2.532 -0.908  0.46
H10 0.777 2.279 1.124  0.40
H11 0.817 2.830 -0.553  0.48
H12 -0.991 0.024 -2.090  0.39
H13 -0.526 0.338 1.794  0.52
H14 -0.758 -2.827 1.439  0.38
H15 -1.762 2.173 0.820  0.41
H16 2.336 -1.664 -0.528  0.33
C8 -0.088 0.486 -1.696  -1.62

As for the total energy: -10598.908 eV. The calculation puts the relative energy (zero: lowest compared OMol25 entry of this formula, charge and spin) at 94.2 kcal/mol. Its multiplicity is 1. As for the HOMO energy (alpha / beta): -6.5623 / -7.3823 eV. As for the total charge: 0. For the HOMO-LUMO gap (alpha / beta), the calculation gives 7.040 / 8.181 eV.

[3]
The following is a DFT calculation (ωB97M-V/def2-TZVPD) of a structure of composition C8H16O12V2.

Last column: Mulliken charge in e.
Geometry (Å):
V1 1.423 1.458 -0.694  1.57
O1 1.254 3.734 -0.641  -0.39
H1 -5.145 -1.831 -0.122  0.37
H2 -2.395 -1.116 -0.204  0.31
C1 3.384 -2.754 0.179  -1.22
O2 4.275 -2.382 2.314  -0.58
H3 -1.846 -0.668 -1.792  0.30
H4 -6.363 -1.107 -1.277  0.41
C2 3.346 -1.830 1.423  0.65
O3 0.878 0.382 -1.764  -0.76
H5 -5.234 0.864 -0.859  0.26
C3 -0.533 1.283 1.710  0.61
O4 2.986 1.305 -0.442  -0.78
H6 3.769 -3.114 2.673  0.35
H7 2.496 -2.569 -0.427  0.31
H8 3.727 -0.866 1.086  0.13
C4 0.232 3.909 -1.327  0.79
O5 -4.294 0.709 -0.976  -0.41
H9 1.253 -1.345 1.370  0.17
C5 -2.696 -1.083 -1.251  -1.26
H10 -4.233 -0.512 -2.647  0.00
C6 -5.337 -1.438 -1.121  -1.47
C7 2.022 -1.788 2.002  -1.32
O6 -0.708 4.540 -0.812  -0.78
O7 0.707 1.284 1.443  -0.57
O8 4.215 3.845 0.366  -0.80
H11 3.264 -3.813 0.410  0.37
C8 -4.157 -0.544 -1.560  0.69
O9 3.121 5.917 -0.895  -0.84
H12 4.272 -2.550 -0.419  0.27
H13 -2.686 -2.120 -1.589  0.40
V2 2.970 4.927 0.396  1.34
O10 -1.377 1.413 0.859  -0.67
H14 -5.168 -2.382 -1.639  0.36
H15 1.987 -1.141 2.878  0.35
O11 -0.885 1.275 2.921  -0.92
H16 1.696 -2.795 2.263  0.46
O12 -0.218 2.901 -1.833  -0.73

As for the total energy: -84495.081 eV. Its multiplicity is 2. As for the HOMO energy: 2.9109 eV. As for the total charge: -3. For the HOMO-LUMO gap, the calculation gives 3.506 eV.